(1)
Entry from OMol25: a structure of composition C10H13N2 (ωB97M-V/def2-TZVPD).

The net charge is +1. The HOMO energy (spin up / spin down) is -11.519 / -11.525 eV. The spin multiplicity is 1. For the relative energy (zero: lowest compared OMol25 entry of this formula, charge and spin), the calculation gives 164.7 kcal per mole. The LUMO energy (spin up / spin down) is -4.15 / -4.14 eV.

Each line ends with the natural charge from an NBO analysis.
Atoms and positions in Å:
C1 -1.7408 -1.2735 0.0739  -0.22
C2 -0.9018 -2.1918 -0.2762  -0.23
C3 -0.5400 0.6591 -0.8219  -0.07
C4 -1.6550 0.2222 -0.1709  0.00
C5 1.7079 -0.5197 -0.3045  0.41
C6 -3.8785 0.8051 0.7511  -0.28
C7 -2.6853 1.1207 0.3392  -0.25
C8 0.4182 -2.0089 -0.8321  0.09
C9 2.5661 1.4353 0.9200  -0.61
C10 2.7837 0.4526 -0.2348  -0.49
N1 1.5980 -1.8628 -0.0980  -0.44
N2 0.5016 -0.4643 -1.1528  -0.46
H1 -2.6523 -1.4760 0.6466  0.23
H2 -1.2880 -3.2232 -0.1638  0.25
H3 -0.3912 1.6962 -1.2565  0.26
H4 -4.4950 1.5106 1.2243  0.23
H5 -4.1945 -0.2659 0.6436  0.20
H6 -2.4451 2.1702 0.2336  0.22
H7 1.5703 1.8873 0.8338  0.22
H8 3.2359 2.3007 0.7762  0.24
H9 2.7771 1.1016 1.9729  0.24
H10 3.7379 0.0027 -0.1684  0.26
H11 2.7461 0.9337 -1.2837  0.24
H12 2.2149 -2.5672 0.4742  0.49
H13 1.0098 -0.4448 -2.1259  0.47

---

(2)
Entry from OMol25: the ion C10H13N2O with charge +1 (ωB97M-V/def2-TZVPD).

The net charge is +1. The HOMO energy (spin up / spin down) is -11.062 / -11.063 eV. The spin multiplicity is 1. For the relative energy (zero: lowest compared OMol25 entry of this formula, charge and spin), the calculation gives 154.1 kcal per mole. The LUMO energy (spin up / spin down) is -3.55 / -3.55 eV.

Each line ends with the natural charge from an NBO analysis.
Atoms and positions in Å:
C1 0.4230 -1.6820 0.3218  -0.37
C2 1.6196 -0.8163 0.3327  0.15
C3 -0.6794 -1.3034 -0.2234  0.68
C4 2.2081 2.5886 -0.6589  -0.13
C5 0.8838 2.8843 -1.1907  -0.30
C6 2.4030 1.3436 -0.2164  -0.08
C7 -0.0066 1.9011 -1.1261  0.05
C8 2.8725 -1.2781 0.9333  -0.65
C9 -4.1866 -1.2022 0.2958  -0.68
C10 -2.7984 -0.6688 0.5158  -0.07
N1 1.3988 0.3694 -0.1620  -0.07
N2 0.2097 0.7199 -0.5733  -0.30
O1 -1.8865 -1.4519 -0.3979  -0.42
H1 0.4100 -2.7194 0.5920  0.30
H2 3.1393 3.1661 -0.6894  0.26
H3 0.6879 3.8102 -1.7252  0.26
H4 3.3686 0.9408 -0.1913  0.22
H5 -1.0292 1.8143 -1.5110  0.23
H6 3.7209 -1.1358 0.1291  0.24
H7 3.2531 -0.6666 1.7054  0.24
H8 2.6973 -2.1607 1.4698  0.25
H9 -4.9594 -0.4558 0.1901  0.25
H10 -4.3229 -1.8143 -0.6631  0.26
H11 -4.3997 -1.8363 1.1525  0.23
H12 -2.4052 -0.7586 1.6273  0.23
H13 -2.6219 0.4118 0.0631  0.21

---

no.,strongest force on any atom (eV/A)
1,4.69
2,3.90